# 1
A 10-piece molecular cluster, C55H134N10O10 overall in a non-equilibrium geometry, computed with wB97M-V/def2-TZVPD.

```
209
Properties=species:S:1:pos:R:3:lowdin_charge:R:1
C 0.445 -8.764 27.231 -0.023
C -0.169 -9.930 26.496 -0.586
C -0.529 -11.020 27.446 -0.044
C -1.501 -9.527 25.832 -0.120
C -1.230 -8.729 24.520 -0.136
C -0.408 -9.628 23.521 -0.112
C 0.980 -9.901 24.132 -0.475
C 1.603 -10.975 23.231 -0.037
C 1.824 -8.661 24.009 -0.044
N 0.746 -10.530 25.534 -0.063
O 2.043 -10.675 26.066 -0.040
H 0.861 -8.017 26.587 0.062
H -0.371 -8.368 27.826 0.084
H 1.139 -9.187 27.988 0.085
H 0.383 -11.423 27.826 0.063
H -1.142 -10.510 28.254 0.113
H -1.178 -11.815 26.984 0.103
H -2.003 -10.450 25.644 0.099
H -1.999 -8.839 26.548 0.129
H -2.192 -8.481 24.096 0.099
H -0.745 -7.840 24.859 0.084
H -0.243 -9.104 22.582 0.117
H -0.998 -10.444 23.304 0.088
H 0.893 -11.798 23.303 0.091
H 2.575 -11.312 23.521 0.045
H 1.745 -10.635 22.249 0.068
H 1.859 -8.503 22.941 0.081
H 2.889 -8.692 24.397 0.090
H 1.338 -7.781 24.463 0.072
H 2.145 -11.642 26.177 0.081
C 2.072 -13.960 33.307 -0.053
C 1.786 -12.555 32.935 -0.536
C 0.879 -12.732 31.634 -0.014
C 0.949 -11.913 34.003 -0.160
C 0.737 -10.451 33.731 -0.190
C 2.071 -9.754 33.563 -0.140
C 2.979 -10.414 32.481 -0.520
C 2.363 -9.902 31.121 -0.002
C 4.376 -9.879 32.616 -0.032
N 2.976 -11.808 32.710 -0.105
O 3.955 -12.438 31.923 -0.052
H 2.884 -13.979 34.066 0.112
H 1.195 -14.442 33.636 0.072
H 2.431 -14.491 32.452 0.073
H 1.498 -12.926 30.732 0.066
H 0.275 -13.668 31.741 0.092
H 0.255 -11.924 31.353 0.042
H -0.051 -12.390 33.996 0.132
H 1.347 -12.085 34.996 0.125
H 0.073 -10.298 32.808 0.122
H 0.180 -9.993 34.617 0.130
H 2.666 -9.866 34.468 0.114
H 2.033 -8.671 33.477 0.109
H 2.669 -8.857 31.078 0.057
H 1.330 -10.002 31.016 0.043
H 2.951 -10.426 30.364 0.069
H 4.957 -10.336 31.813 0.060
H 4.831 -10.128 33.602 0.109
H 4.434 -8.809 32.425 0.076
H 3.642 -12.532 30.970 0.042
C 10.353 -9.489 27.483 -0.041
C 9.630 -8.173 27.676 -0.499
C 8.208 -8.389 27.194 -0.044
C 9.651 -7.806 29.222 -0.103
C 11.061 -7.267 29.601 -0.148
C 11.379 -6.054 28.610 -0.131
C 11.537 -6.524 27.159 -0.535
C 11.795 -5.310 26.253 -0.030
C 12.700 -7.479 27.012 -0.042
N 10.135 -7.019 26.861 -0.001
O 10.346 -7.600 25.484 -0.079
H 10.547 -9.555 26.404 0.097
H 11.253 -9.680 27.997 0.058
H 9.715 -10.259 27.723 0.054
H 7.508 -7.546 27.410 0.080
H 8.056 -8.646 26.087 0.099
H 7.707 -9.192 27.766 0.071
H 8.801 -7.138 29.518 0.111
H 9.513 -8.787 29.673 0.108
H 11.067 -6.788 30.598 0.101
H 11.896 -7.999 29.689 0.109
H 12.301 -5.544 28.937 0.120
H 10.571 -5.321 28.656 0.102
H 11.389 -5.598 25.272 0.075
H 12.827 -4.936 26.134 0.090
H 11.196 -4.464 26.671 0.088
H 12.877 -7.813 25.970 0.097
H 12.624 -8.389 27.614 0.055
H 13.615 -6.955 27.315 0.091
H 9.868 -7.023 24.900 0.033
C 7.665 -3.942 29.515 -0.123
O 6.390 -3.518 29.127 -0.193
C 6.017 -2.329 29.824 -0.227
C 5.507 -2.424 31.206 -0.453
C 4.301 -3.441 31.290 -0.023
N 5.287 -1.095 31.719 0.025
H 8.382 -3.185 29.421 0.070
H 7.821 -4.809 28.838 0.087
H 7.758 -4.238 30.543 0.082
H 6.853 -1.608 29.766 0.130
H 5.209 -1.882 29.235 0.131
H 6.331 -2.831 31.844 0.143
H 3.929 -3.611 32.279 0.060
H 4.690 -4.366 30.948 0.031
H 3.453 -3.197 30.614 0.070
H 5.105 -1.123 32.733 0.083
H 4.453 -0.652 31.285 0.092
C 0.757 -6.219 31.766 -0.090
O 0.122 -5.187 30.993 -0.222
C -0.499 -4.154 31.727 -0.192
C 0.410 -2.834 31.588 -0.410
C -0.470 -1.671 32.186 -0.062
N 0.859 -2.520 30.281 0.056
H 1.500 -5.746 32.404 0.083
H 1.129 -6.944 31.016 0.081
H 0.067 -6.733 32.422 0.076
H -1.602 -4.083 31.425 0.146
H -0.472 -4.325 32.804 0.104
H 1.331 -2.892 32.224 0.130
H -0.781 -1.971 33.186 0.065
H -1.359 -1.528 31.605 0.059
H 0.138 -0.765 32.242 0.073
H 1.398 -3.256 29.859 0.048
H 0.084 -2.533 29.675 0.017
C 3.163 -14.269 25.691 -0.085
O 3.156 -13.313 26.730 -0.222
C 4.454 -12.879 27.025 -0.223
C 4.362 -12.161 28.347 -0.390
C 5.623 -11.524 28.787 -0.042
N 3.736 -13.129 29.310 0.069
H 3.361 -13.788 24.739 0.070
H 2.164 -14.781 25.766 0.112
H 3.905 -15.048 25.844 0.083
H 5.128 -13.746 27.106 0.134
H 4.847 -12.256 26.237 0.110
H 3.612 -11.389 28.174 0.129
H 5.901 -10.673 28.176 0.068
H 6.517 -12.105 28.785 0.078
H 5.569 -11.055 29.781 0.073
H 4.462 -13.817 29.507 0.109
H 2.933 -13.529 28.909 0.064
C 8.391 -7.152 22.399 -0.101
O 8.622 -6.290 23.498 -0.217
C 7.897 -5.053 23.354 -0.174
C 8.117 -4.100 24.520 -0.444
C 7.634 -4.695 25.797 -0.065
N 7.316 -2.909 24.301 0.051
H 8.896 -6.784 21.501 0.093
H 7.325 -7.211 22.162 0.072
H 8.737 -8.148 22.704 0.096
H 8.237 -4.598 22.485 0.099
H 6.823 -5.288 23.217 0.137
H 9.205 -3.962 24.649 0.138
H 7.734 -4.018 26.698 0.084
H 8.263 -5.604 26.070 0.078
H 6.568 -4.978 25.770 0.067
H 7.083 -2.447 25.124 0.038
H 7.733 -2.219 23.657 0.091
C 6.124 -9.011 19.952 -0.139
O 5.784 -9.254 21.257 -0.178
C 6.049 -10.553 21.680 -0.238
C 5.494 -10.670 23.065 -0.447
C 6.416 -9.915 23.971 -0.059
N 5.393 -12.041 23.576 0.040
H 7.174 -9.284 19.709 0.103
H 5.928 -7.984 19.706 0.085
H 5.535 -9.586 19.248 0.082
H 5.617 -11.308 20.990 0.132
H 7.112 -10.831 21.709 0.131
H 4.468 -10.273 23.072 0.126
H 6.583 -8.925 23.521 0.069
H 7.424 -10.449 23.989 0.113
H 6.081 -9.776 24.958 0.054
H 6.273 -12.442 23.911 0.081
H 4.824 -12.668 22.980 0.084
C -1.614 1.643 29.481 -0.089
O -1.063 0.317 29.235 -0.192
C -1.050 0.152 27.866 -0.271
C -0.130 -0.979 27.418 -0.440
C 0.289 -0.958 25.981 -0.091
N -0.816 -2.282 27.668 0.029
H -0.992 2.484 29.167 0.080
H -1.705 1.689 30.560 0.079
H -2.620 1.696 28.943 0.107
H -2.085 0.037 27.502 0.126
H -0.678 1.164 27.409 0.145
H 0.855 -0.820 27.914 0.148
H -0.548 -0.922 25.279 0.080
H 0.813 -1.953 25.837 0.093
H 0.989 -0.168 25.778 0.070
H -0.073 -2.956 27.484 0.058
H -1.436 -2.482 26.855 0.089
C 5.030 -7.160 29.712 -0.097
O 4.674 -6.599 28.484 -0.199
C 3.292 -6.332 28.391 -0.190
C 3.121 -5.516 27.122 -0.420
C 3.890 -6.074 25.927 -0.055
N 3.571 -4.157 27.325 0.058
H 6.098 -7.080 29.729 0.069
H 4.655 -8.204 29.762 0.087
H 4.651 -6.531 30.548 0.086
H 2.798 -7.282 28.328 0.106
H 2.832 -5.792 29.202 0.112
H 2.050 -5.543 26.884 0.131
H 3.972 -5.448 25.072 0.061
H 3.534 -7.037 25.538 0.049
H 4.979 -6.240 26.240 0.084
H 4.570 -4.125 27.500 0.055
H 3.483 -3.682 26.431 0.069
```

Results
**SMILES string**: CC1(C)CCCC(C)(C)N1O.CC1(C)CCCC(C)(C)N1O.CC1(C)CCCC(C)(C)N1O.COC[C@H](C)N.COC[C@H](C)N.COC[C@H](C)N.COC[C@H](C)N.COC[C@H](C)N.COC[C@H](C)N.COC[C@H](C)N
**Frontier orbital gap**: 8.2 eV
**Net charge**: 0
**LUMO energy**: 0.6 eV

***

# 2
C5H28AgB2N10O5 as an isolated structure in a non-equilibrium geometry, computed with wB97M-V/def2-TZVPD.

```
51
Properties=species:S:1:pos:R:3:mulliken_spin:R:1
Ag 0.037 0.343 -0.612 0.484
B 0.844 -1.170 -2.500 0.053
H 1.553 -0.623 -1.829 0.005
H -0.161 -0.631 -2.623 0.049
H 1.262 -1.399 -3.537 0.014
H 0.680 -2.171 -1.969 0.006
B -1.422 2.193 -1.636 0.103
H -1.042 1.347 -2.315 0.109
H -0.802 3.127 -1.847 0.016
H -2.525 2.372 -1.864 0.054
H -1.335 1.897 -0.552 0.034
C -2.161 0.438 2.506 0.002
O -1.374 0.296 1.579 0.015
N -3.108 -0.487 2.793 0.000
N -2.169 1.537 3.296 0.000
H -3.233 -1.264 2.174 0.000
H -3.413 -0.505 3.752 0.000
H -1.547 2.269 2.994 0.000
H -3.123 1.776 3.527 0.000
C 1.435 1.438 2.407 0.000
O 1.034 1.306 1.266 0.005
N 1.567 0.475 3.314 0.001
N 1.495 2.673 2.997 0.000
H 1.558 -0.482 3.003 0.000
H 1.712 0.649 4.290 0.000
H 1.369 3.440 2.355 0.000
H 1.707 2.889 3.952 0.000
C 1.607 -2.224 1.086 0.000
O 0.869 -1.370 0.601 0.025
N 2.957 -2.178 1.031 -0.001
N 1.085 -3.428 1.415 0.002
H 3.337 -1.271 0.800 0.000
H 3.500 -2.727 1.677 0.000
H 1.619 -3.967 2.078 0.000
H 0.106 -3.614 1.297 0.000
C -2.663 -1.939 -1.182 0.000
O -2.040 -0.955 -0.811 0.011
N -2.166 -2.795 -2.102 0.000
N -3.930 -2.290 -0.820 0.000
H -2.670 -3.641 -2.270 0.000
H -1.296 -2.457 -2.500 0.000
H -4.251 -3.224 -1.003 0.000
H -4.223 -1.945 0.082 0.000
C 2.234 2.138 -2.542 -0.001
O 1.649 1.765 -1.536 0.015
N 3.044 1.356 -3.315 0.000
N 2.121 3.363 -3.070 0.000
H 3.123 1.655 -4.268 0.000
H 3.050 0.374 -3.079 0.000
H 1.482 3.988 -2.603 0.000
H 2.617 3.654 -3.889 0.000
```

Results
**Frontier orbital gap (alpha / beta)**: 8.4 / 6.4 eV
**Net charge**: 0
**⟨S²⟩**: 0.75
**LUMO energy (alpha / beta)**: 0.2 / -1.7 eV
**Multiplicity**: 2

***

# 3
A 2-piece molecular cluster, C3H9N4 overall in a non-equilibrium geometry, computed with wB97M-V/def2-TZVPD.

```
16
Properties=species:S:1:pos:R:3:nbo_charge:R:1
C 0.765 -0.746 -0.113 0.382
C -0.753 1.828 -0.074 -0.649
C -1.005 0.477 -0.590 0.097
N -2.296 -1.264 0.199 -0.182
N -2.077 -0.216 -0.318 -0.071
N 0.719 -2.079 0.002 -0.785
N 1.859 -0.052 0.090 -0.749
H -0.882 2.598 -0.884 0.272
H -1.375 2.029 0.766 0.254
H 0.302 1.787 0.279 0.211
H -0.746 0.466 -1.717 0.267
H -1.486 -1.557 0.788 0.299
H 0.004 -2.610 -0.419 0.418
H 1.514 -2.686 0.318 0.411
H 1.651 0.920 0.162 0.400
H 2.780 -0.354 0.423 0.424
```

Results
**Frontier orbital gap**: 9.5 eV
**Net charge**: +1
**LUMO energy**: -4.0 eV

***

Calculated electronic energy (Ha), listed in the same order as above: -3475.553622; -1327.659080; -338.352659
Calculated relative energy (zero: lowest compared OMol25 entry of this formula, charge and spin) (kcal per mole), listed in the same order as above: 36.1; 42.0; 105.5